31
Properties=species:S:1:pos:R:3:forces:R:3:lowdin_charge:R:1 method="wB97M-V/def2-TZVPD" mol_weight_g_mol=189.21 de_lowest_kj_mol=98.2 energy_ev=-19268.74624 lumo_energy_ev=0.40 homo_lumo_gap_ev=10.22
C 1.86024 -0.91930 0.16026 0.117 -0.650 0.653 -0.087
C 0.63385 -1.39903 0.90642 -1.013 0.010 -1.636 -0.226
C -0.39831 -0.28059 1.14620 -0.567 -1.107 0.736 -0.085
C -0.99103 0.24649 -0.11670 -1.575 0.461 -1.313 -0.417
O -0.67521 1.34053 -0.59133 -0.085 0.002 0.230 -0.002
N -1.99727 -0.42481 -0.78765 0.503 -0.965 0.271 0.103
C -2.50728 -1.73009 -0.38086 0.588 -0.993 0.850 -0.269
O -3.26278 -1.59377 0.79419 -0.105 -0.438 0.778 -0.052
H 2.33915 -0.12020 0.70459 0.230 0.348 0.102 0.073
H 1.66741 -0.54866 -0.82025 -0.261 0.387 -0.622 0.038
H 2.57419 -1.72501 0.05066 0.239 -0.277 0.069 0.079
H 0.14740 -2.21716 0.34658 0.312 0.317 0.149 0.084
H 0.87998 -1.82483 1.83311 0.499 -0.429 1.438 0.092
H 0.09940 0.52683 1.66914 -0.049 0.338 -0.040 0.116
H -1.22123 -0.66421 1.80196 0.617 0.310 -0.576 0.134
H -2.35166 -0.02876 -1.66332 0.566 -0.044 0.668 0.160
H -3.12719 -2.22715 -1.15444 0.638 0.665 -0.025 0.134
H -1.69813 -2.47440 -0.05615 -1.063 1.341 -0.889 0.124
H -4.01061 -1.01794 0.66099 -0.358 0.310 -0.232 0.085
O 0.06830 3.16663 1.20415 0.455 2.895 1.797 -0.033
H -0.24033 2.53025 0.59851 -0.965 -1.500 -1.850 -0.037
H -0.31266 4.04385 0.96817 0.356 -1.147 0.160 0.101
O 2.69069 3.01266 0.68359 -2.016 1.047 -0.096 -0.092
H 3.07890 2.52847 1.38995 0.548 -0.582 0.879 0.022
H 1.70289 3.14482 0.95900 1.826 -0.228 -0.435 0.038
O 1.85894 1.61397 -1.45071 0.366 -0.457 -1.441 -0.071
H 2.29722 2.15771 -0.80522 0.637 0.502 0.661 -0.028
H 0.94259 1.65453 -1.20259 -0.629 0.014 0.043 -0.032
O -0.35808 -2.34136 -2.08721 0.248 -2.099 -1.443 -0.046
H 0.15076 -1.55696 -2.01318 0.750 1.335 0.167 0.007
H 0.15985 -2.87253 -2.74787 -0.811 0.633 0.945 0.088